Version one
The following is a quantum chemistry calculation of C2H3NO3 in the gas phase, from the OMol25 dataset.

Its SMILES is O=CCON=O. The frontier orbital gap is 10.310 eV. The calculation puts the lowest unoccupied orbital energy at 0.23 eV.

Structure (ORCA input):
```
! wB97M-V def2-TZVPD RIJCOSX def2/J DEFGRID3
* xyz 0 1
C 0.5884 -0.6062 0.0572
C 0.8018 0.9008 -0.2594
N -1.6255 -0.2611 0.4083
O -2.7531 -0.4112 0.0671
O -0.6792 -0.8607 -0.4504
O -0.0909 1.6802 -0.2886
H 1.3334 -1.3036 -0.3335
H 0.6343 -0.5014 1.1318
H 1.7908 1.3632 -0.3326
*
```

***

Version two
The following is a quantum chemistry calculation of 2 unconnected molecules or ions with the total composition C2H3NO3, from the OMol25 dataset.

The frontier orbital gap (alpha / beta) is 9.514 / 9.515 eV. The calculation puts the lowest unoccupied orbital energy (alpha / beta) at -0.12 / -0.12 eV.

Structure (ORCA input):
```
! wB97M-V def2-TZVPD RIJCOSX def2/J DEFGRID3
* xyz 0 1
C 0.9706 -0.2976 -0.8793
C 0.5409 0.0097 0.4492
N -1.5415 0.2238 0.6850
O -2.0534 0.4797 -0.3558
O -2.0265 -0.1405 1.7029
O 1.0610 1.0100 -0.3124
H 1.9025 -0.6378 -1.0743
H 0.2019 -0.3465 -1.5453
H 0.9444 -0.3008 1.3300
*
```

***

Version three
The following is a quantum chemistry calculation of C2H3NO3 in the gas phase, from the OMol25 dataset.

Its SMILES is CC(=O)[N+](=O)[O-]. The frontier orbital gap is 9.998 eV. The calculation puts the lowest unoccupied orbital energy at -0.67 eV.

Structure (ORCA input):
```
! wB97M-V def2-TZVPD RIJCOSX def2/J DEFGRID3
* xyz 0 1
C 1.4097 0.6785 0.0315
C 0.0916 0.1348 -0.1450
N 2.5977 -0.4602 -0.0240
O 2.2121 -1.5929 0.1901
O 1.9079 1.7907 0.2129
O 3.7330 -0.0279 -0.2172
H 0.1397 -0.9785 0.0940
H -0.0271 -0.0865 -1.2034
H -0.5732 0.6747 0.5176
*
```

***

Version four
The following is a quantum chemistry calculation of C2H3NO3 in the gas phase, from the OMol25 dataset.

Its SMILES is O=[N+]([O-])[C@H]1CO1. The frontier orbital gap is 10.708 eV. The calculation puts the lowest unoccupied orbital energy at -0.54 eV.

Structure (ORCA input):
```
! wB97M-V def2-TZVPD RIJCOSX def2/J DEFGRID3
* xyz 0 1
C -0.6520 0.6626 0.7761
C 0.1924 0.3233 -0.3432
N 0.5894 -1.0496 -0.6031
O 0.4522 -1.8798 0.3467
O 0.9426 -1.3146 -1.7440
O 0.6250 1.1264 0.6384
H -1.3710 1.3684 0.7315
H -0.7956 -0.0521 1.5480
H 0.0171 0.8154 -1.3504
*
```

***

Short version: version two is the least stable of them.

***

Version one
The following is a quantum chemistry calculation of C2H3NO3 in the gas phase, from the OMol25 dataset.

Its SMILES is O=CO/C=N/O. The frontier orbital gap is 10.196 eV. The calculation puts the lowest unoccupied orbital energy at 0.52 eV.

Structure (ORCA input):
```
! wB97M-V def2-TZVPD RIJCOSX def2/J DEFGRID3
* xyz 0 1
C -0.4289 -0.4090 -0.0202
C 0.9419 0.7313 1.3229
H -1.2624 -1.1325 -1.9928
H -1.1372 -1.3302 -0.1696
H 1.0179 1.0874 2.4625
N -0.0001 0.1314 -1.1243
O -0.7425 -0.1314 -2.1498
O -0.0298 -0.1236 1.2098
O 1.6412 1.1767 0.4613
*
```

***

Version two
The following is a quantum chemistry calculation of a molecular structure, C2H3NO3, from the OMol25 dataset.

The frontier orbital gap (alpha / beta) is 8.462 / 8.052 eV. The calculation puts the lowest unoccupied orbital energy (alpha / beta) at -0.84 / -0.58 eV.

Structure (ORCA input):
```
! wB97M-V def2-TZVPD RIJCOSX def2/J DEFGRID3
* xyz 0 1
C -0.8273 -0.1795 -0.2749
C -0.4612 0.6342 0.8553
N 0.1556 -0.3902 -1.1243
O 0.4001 1.4576 0.7744
O 1.7218 -0.5064 -0.4385
O 1.6443 -0.1028 0.7485
H -1.7857 -0.5633 -0.2215
H -1.0122 0.4472 1.7169
H 0.1646 -0.7968 -2.0360
*
```

***

Version three
The following is a quantum chemistry calculation of C2H3NO3 in the gas phase, from the OMol25 dataset.

Its SMILES is O=CNC(=O)O. The frontier orbital gap is 9.643 eV. The calculation puts the lowest unoccupied orbital energy at -1.06 eV.

Structure (ORCA input):
```
! wB97M-V def2-TZVPD RIJCOSX def2/J DEFGRID3
* xyz 0 1
O -1.1514 1.8847 -0.2388
C -0.5837 0.9243 -0.6558
N -0.7503 -0.3886 -0.1891
C 0.7228 -0.9724 0.2248
O 1.0024 -0.4964 1.5206
O 1.5434 -0.7385 -0.5993
H 0.2678 1.0010 -1.3423
H -1.2409 -1.2580 -0.2758
H 0.1900 0.0438 1.5558
*
```

***

Short version: version two is the least stable of them.

***

Version one
The following is a quantum chemistry calculation of 2 unconnected molecules or ions with the total composition C2H3NO3, from the OMol25 dataset.

Its SMILES is O=C=O.C=NO. The frontier orbital gap is 10.594 eV. The calculation puts the lowest unoccupied orbital energy at 0.66 eV.

Structure (ORCA input):
```
! wB97M-V def2-TZVPD RIJCOSX def2/J DEFGRID3
* xyz 0 1
C -1.3815 -1.3858 1.0694
C 1.0974 -0.0269 -0.8589
N 0.9011 1.0518 -0.2066
O -2.0562 -0.9254 1.8730
O -0.7142 -1.8066 0.2218
O -0.3161 1.6773 -0.0282
H 0.3586 -0.6610 -1.4111
H 2.1126 -0.4042 -0.9087
H -0.0017 2.4808 0.2492
*
```

***

Version two
The following is a quantum chemistry calculation of 2 unconnected molecules or ions with the total composition C2H3NO3, from the OMol25 dataset.

The frontier orbital gap is 8.092 eV. The calculation puts the lowest unoccupied orbital energy at 0.42 eV.

Structure (ORCA input):
```
! wB97M-V def2-TZVPD RIJCOSX def2/J DEFGRID3
* xyz 0 1
C -1.7831 -0.2216 -0.0739
C 1.7928 0.6782 -0.2869
N -2.5969 0.4636 0.4779
O -1.0931 -1.1134 -0.3582
O 1.6873 -0.0392 0.9204
O 1.5353 -0.7734 -0.2286
H 2.9756 0.8762 -0.3424
H 0.5333 -1.1714 -0.4524
H -3.0510 1.3011 0.3440
*
```

***

Short version: version two is the least stable of them.

***

Version one
The following is a quantum chemistry calculation of C3H6N2S2 in the gas phase, from the OMol25 dataset.

Its SMILES is [H]/N=C(\CS)NC=S. The frontier orbital gap is 8.965 eV. The calculation puts the lowest unoccupied orbital energy at -0.01 eV.

Structure (ORCA input):
```
! wB97M-V def2-TZVPD RIJCOSX def2/J DEFGRID3
* xyz 0 1
C -1.1717 -0.2439 0.5986
C -0.3775 0.8297 -0.0965
C 1.7975 -0.4690 0.0692
H -0.4523 -2.1268 -0.8669
H -2.1115 0.2325 0.9046
H -0.6544 -0.5782 1.5208
H -1.8004 2.0171 -0.3582
H 1.5655 1.2948 -0.8224
H 1.3028 -1.2665 0.6547
N -0.8129 1.9491 -0.5484
N 1.0025 0.5823 -0.3057
S -1.6489 -1.5849 -0.4925
S 3.3613 -0.6362 -0.2573
*
```

***

Version two
The following is a quantum chemistry calculation of C3H6N2S2 in the gas phase, from the OMol25 dataset.

Its SMILES is C/C(=N\S)NC=S. The frontier orbital gap is 8.605 eV. The calculation puts the lowest unoccupied orbital energy at 0.18 eV.

Structure (ORCA input):
```
! wB97M-V def2-TZVPD RIJCOSX def2/J DEFGRID3
* xyz 0 1
C 1.1223 -0.2817 -0.7177
C 0.0921 0.4404 0.0933
C -1.1930 -1.6703 0.7689
H 0.7664 -0.7332 -1.6385
H 1.3981 -1.1901 -0.1133
H 1.9480 0.4025 -0.9695
H -1.5562 0.3257 1.1158
H -1.9487 -1.8338 1.4591
H 0.5229 3.8309 0.2154
N -0.9248 -0.3503 0.7065
N -0.0948 1.7086 0.3218
S -0.6752 -2.8666 -0.1496
S 1.0426 2.7892 -0.3588
*
```

***

Version three
The following is a quantum chemistry calculation of C3H6N2S2 in the gas phase, from the OMol25 dataset.

Its SMILES is S=C1NNCCS1. The frontier orbital gap is 8.820 eV. The calculation puts the lowest unoccupied orbital energy at 0.53 eV.

Structure (ORCA input):
```
! wB97M-V def2-TZVPD RIJCOSX def2/J DEFGRID3
* xyz 0 1
C -0.8355 0.0956 0.0085
C 1.8396 0.6307 0.4098
C 2.1008 -0.7698 -0.0748
H -0.9560 2.0467 0.0651
H 1.0195 2.4940 -0.5224
H 1.5817 0.8741 1.5927
H 2.6467 1.1844 0.2239
H 2.6361 -1.5787 0.5402
H 2.3489 -0.6531 -1.1075
N -0.3036 1.3150 0.1289
N 0.9507 1.4183 -0.4659
S -2.4320 -0.1448 0.0287
S 0.4047 -1.3076 -0.0596
*
```

***

Short version: version three is the least stable of them.

***

Version one
The following is a quantum chemistry calculation of C3H6N2S2 in the gas phase, from the OMol25 dataset.

Its SMILES is [H]/N=C1/NS[C@@H](C)S1. The frontier orbital gap is 9.005 eV. The calculation puts the lowest unoccupied orbital energy at 0.49 eV.

Structure (ORCA input):
```
! wB97M-V def2-TZVPD RIJCOSX def2/J DEFGRID3
* xyz 0 1
C 1.6482 -0.6816 0.6536
C 0.9854 -0.2910 -0.6474
C -1.5927 0.2674 -0.1729
H 1.7794 -1.8014 0.7241
H 1.0655 -0.3903 1.5398
H 2.6484 -0.2083 0.7295
H 1.5858 -0.5446 -1.5319
H -1.2583 2.2023 0.3553
H -3.2847 -0.5873 -0.1696
N -0.7588 1.3208 0.1579
N -2.8399 0.3055 0.0444
S 0.6724 1.4833 -0.7995
S -0.6507 -1.0748 -0.8834
*
```

***

Version two
The following is a quantum chemistry calculation of C3H6N2S2 in the gas phase, from the OMol25 dataset.

Its SMILES is C=NNCC(=S)S. The frontier orbital gap is 8.474 eV. The calculation puts the lowest unoccupied orbital energy at 0.03 eV.

Structure (ORCA input):
```
! wB97M-V def2-TZVPD RIJCOSX def2/J DEFGRID3
* xyz 0 1
C 1.0159 -0.1451 -0.0128
C -0.1587 -0.8532 0.7026
C -3.5273 0.0898 -0.5944
H -0.2615 1.5484 0.7430
H 0.1792 -0.7956 1.7175
H -0.1684 -1.9005 0.3902
H -1.6814 -0.1671 1.7722
H -4.1627 0.8603 0.1195
H -3.9870 -0.2294 -1.6119
N -1.4280 -0.1930 0.7324
N -2.3536 -0.6569 -0.3747
S 0.9467 1.6353 -0.0375
S 2.3391 -0.8801 -0.3504
*
```

***

Short version: version two is the least stable of them.

***

Version one
The following is a quantum chemistry calculation of a gas-phase ion, C4H7NO3 (charge -2), from the OMol25 dataset.

Its SMILES is N[C@@H](C[O-])CC(=O)[O-]. The frontier orbital gap is 6.525 eV. The calculation puts the lowest unoccupied orbital energy at 7.19 eV.

Structure (ORCA input):
```
! wB97M-V def2-TZVPD RIJCOSX def2/J DEFGRID3
* xyz -2 1
C 1.4119 1.1401 0.5780
O 1.6406 1.3378 -0.6546
C 0.2464 -0.0475 0.5573
C -0.8416 0.2928 -0.4291
C -2.1027 -0.5754 -0.6321
O -2.1033 -1.7991 -0.4086
O -3.0947 0.0390 -1.1151
N 1.0562 -1.3329 0.3246
H 1.0330 2.0478 1.2318
H 2.3447 0.7856 1.1673
H -0.1441 -0.3146 1.5989
H -1.2226 1.4246 -0.3945
H -0.4061 0.3756 -1.4701
H 0.5006 -2.1627 0.0509
H 1.6817 -1.2109 -0.4047
*
```

***

Version two
The following is a quantum chemistry calculation of a gas-phase ion, C4H7NO3 (charge -2), from the OMol25 dataset.

Its SMILES is N[C@H](C[O-])CC(=O)[O-]. The frontier orbital gap is 6.348 eV. The calculation puts the lowest unoccupied orbital energy at 7.08 eV.

Structure (ORCA input):
```
! wB97M-V def2-TZVPD RIJCOSX def2/J DEFGRID3
* xyz -2 1
C -1.8609 -0.0221 0.0923
O -2.3394 -0.9071 1.0373
C -0.4131 -0.2815 -0.4036
C 0.5993 -0.1960 0.7310
C 2.1256 -0.3715 0.4053
O 2.5289 -0.0421 -0.7340
O 2.8437 -0.8518 1.3691
N -0.0886 0.6764 -1.5079
H -2.5420 0.0244 -0.7975
H -1.8112 1.0130 0.4853
H -0.3801 -1.2778 -0.7508
H 0.3411 -0.9541 1.5351
H 0.4307 0.8499 1.1927
H 0.9147 0.6728 -1.5421
H -0.3487 1.6675 -1.1123
*
```

***

Short version: version one is the least stable of them.